(1)
C11H13BrClNO3S in the gas phase. Source: the OMol25 dataset; level of theory: ωB97M-V/def2-TZVPD.

SMILES ... O=S(=O)(NC[C@@H]1CCCO1)c1cc(Cl)ccc1Br
Multiplicity ... 1
Kohn-Sham gap ... 9.0 eV
Lowest unoccupied orbital energy ... -0.204 eV
Highest occupied orbital energy ... -9.20 eV

Element x y z (Å)
1 O 1.7767 1.0589 0.9003
2 S 0.6701 0.0434 0.7455
3 O 1.0246 -1.3864 0.3295
4 N -0.5822 0.6774 -0.2946
5 H -1.1831 0.0309 -0.7707
6 C -0.1604 1.8092 -1.3057
7 H 0.5891 2.5688 -0.7579
8 H -1.2383 2.1827 -1.6561
9 C 0.4977 1.1550 -2.5785
10 H 0.8635 2.0729 -3.0610
11 O 1.7722 0.3268 -2.0713
12 C 1.8328 -0.7957 -2.8199
13 C 0.3414 -1.0112 -3.0437
14 H 0.0683 -1.7677 -2.1968
15 H 0.3653 -1.8395 -3.9626
16 C -0.0781 0.2174 -3.3790
17 H -0.0989 0.5696 -4.3340
18 H -1.1932 0.2176 -3.1071
19 H 2.4332 -0.6836 -3.5083
20 H 2.5173 -1.4268 -1.9927
21 C -0.2672 -0.1330 2.0811
22 C -0.0965 -1.4564 2.6192
23 C -0.8759 -1.6822 3.9013
24 C -1.3118 -0.5092 4.5581
25 C -1.6046 0.5860 3.9176
26 C -0.7743 0.9032 2.8809
27 Br -0.6604 2.8396 2.1042
28 H -1.8423 1.4596 4.5228
29 H -1.8843 -0.5702 5.4814
30 Cl -1.0222 -3.1139 4.6531
31 H 0.1216 -2.3431 2.1450

***

(2)
C11H13Cl2NO4S2 in the gas phase. Source: the OMol25 dataset; level of theory: ωB97M-V/def2-TZVPD.

SMILES ... CSCC[C@H](NS(=O)(=O)c1ccc(Cl)c(Cl)c1)C(=O)O
Multiplicity ... 1
Kohn-Sham gap ... 9.1 eV
Lowest unoccupied orbital energy ... 0.225 eV
Highest occupied orbital energy ... -8.86 eV

Element x y z (Å)
1 C -0.4112 -2.1392 -1.8592
2 H -1.4428 -1.8944 -2.0882
3 H 0.2470 -1.3437 -2.1956
4 H -0.1489 -3.0923 -2.3093
5 S -0.3029 -2.2782 -0.0550
6 C 1.3572 -3.0117 0.1256
7 C 2.4935 -2.1581 -0.4239
8 H 3.4370 -2.6057 -0.1026
9 H 2.4775 -2.1632 -1.5144
10 C 2.4195 -0.6969 0.0542
11 N 1.8786 0.1655 -0.9776
12 S 1.4152 1.6590 -0.3392
13 O 1.3413 2.5811 -1.4268
14 O 2.2237 1.9729 0.8045
15 C -0.2305 1.2203 0.2062
16 C -1.1977 1.0418 -0.7615
17 C -2.4535 0.5921 -0.3861
18 C -2.7226 0.3312 0.9592
19 C -1.7414 0.5340 1.9200
20 C -0.4863 0.9776 1.5411
21 H 0.2955 1.1435 2.2650
22 H -1.9665 0.3316 2.9548
23 Cl -4.2672 -0.2436 1.4290
24 Cl -3.6637 0.3409 -1.5769
25 H -0.9624 1.2548 -1.7913
26 H 2.5635 0.3236 -1.7098
27 C 3.7983 -0.1790 0.4493
28 O 4.5628 0.3164 -0.3330
29 O 4.0708 -0.3765 1.7331
30 H 4.9310 0.0116 1.9641
31 H 1.7587 -0.6230 0.9215
32 H 1.3471 -3.9889 -0.3589
33 H 1.4687 -3.1514 1.2003

***

(3)
A molecular structure, C11H13F6NOPm. Source: the OMol25 dataset; level of theory: ωB97M-V/def2-TZVPD.

Multiplicity ... 5
Total charge ... -1
Kohn-Sham gap (alpha / beta) ... 4.7 / 4.8 eV
⟨S²⟩ ... 6.008
Lowest unoccupied orbital energy (alpha / beta) ... 2.769 / 2.769 eV
Highest occupied orbital energy (alpha / beta) ... -1.97 / -2.00 eV

Element x y z (Å)
1 C -0.7710 1.0747 -1.8386
2 C 0.5804 1.0817 -2.3019
3 C 1.2925 2.0922 -1.5841
4 C 0.3748 2.7180 -0.6806
5 C -0.8976 2.0868 -0.8405
6 Pm 0.6916 0.2504 0.2474
7 N -0.8676 -1.4419 0.2117
8 C -0.4892 -2.6904 -0.4388
9 C 0.8435 -2.4125 -1.0404
10 H 2.3388 2.3616 -1.7274
11 H 0.9881 0.4411 -3.0860
12 H 0.5959 3.5618 -0.0226
13 H -1.8219 2.3637 -0.3251
14 H -1.5662 0.4203 -2.1902
15 H 0.8860 -2.0421 -2.0668
16 H -1.2096 -3.0665 -1.2061
17 H -1.8334 -1.4654 0.5459
18 H 1.7381 -2.8013 -0.5497
19 H -0.3627 -3.5069 0.3110
20 C -0.4800 -0.8479 3.8875
21 C 0.5994 0.1513 3.5036
22 O 0.3480 0.7850 2.2967
23 C 0.7133 1.2751 4.6015
24 F 0.9753 0.7816 5.8500
25 F 1.6772 2.1752 4.2993
26 F -0.4663 1.9490 4.6707
27 C 1.9659 -0.6016 3.3398
28 F 2.3019 -1.4199 4.3540
29 F 1.8591 -1.4168 2.1829
30 F 3.0139 0.2242 3.0800
31 H -1.4052 -0.2893 4.0805
32 H -0.1831 -1.4095 4.7831
33 H -0.6607 -1.5384 3.0495

***

(4)
C11H13N3O in the gas phase. Source: the OMol25 dataset; level of theory: ωB97M-V/def2-TZVPD.

Multiplicity ... 1
Kohn-Sham gap (alpha / beta) ... 7.9 / 6.0 eV
Lowest unoccupied orbital energy (alpha / beta) ... -0.370 / -0.758 eV
Highest occupied orbital energy (alpha / beta) ... -8.30 / -6.73 eV

Element x y z (Å)
1 C 0.6023 -1.6666 -1.2662
2 C 1.0279 -0.0300 0.4722
3 C 1.9200 -2.0740 -1.1969
4 C 2.3124 -0.5196 0.5933
5 C 0.1104 -0.6585 -0.3542
6 C 2.7848 -1.5474 -0.2288
7 C -1.0134 2.1239 0.5104
8 C -0.7460 2.9105 -0.5547
9 C -1.1622 -0.1554 -0.3228
10 C -1.8174 0.7737 0.5598
11 C -3.2091 1.1408 0.1027
12 N -1.1488 2.6044 -1.8148
13 N -0.8873 1.4930 -2.2876
14 N 4.1304 -1.9411 -0.2639
15 O -1.0595 1.0274 -3.3637
16 H -0.1541 -2.0181 -2.1125
17 H 0.7721 0.6788 1.2912
18 H 2.2395 -2.9098 -1.7016
19 H 2.9303 0.1764 1.1440
20 H -0.6246 2.6023 1.3358
21 H -0.3245 3.8468 -0.3557
22 H -1.8579 -0.6846 -1.0239
23 H -1.8758 0.3562 1.5969
24 H -4.0887 0.4235 0.3201
25 H -3.2788 1.0924 -1.0685
26 H -3.4906 2.1349 0.4851
27 H 4.2247 -2.6084 -1.0753
28 H 4.4664 -2.3853 0.6430

***

(5)
2 unconnected molecules or ions with the total composition C11H13N4O5. Source: the OMol25 dataset; level of theory: ωB97M-V/def2-TZVPD.

Multiplicity ... 1
Total charge ... +1
Kohn-Sham gap ... 7.3 eV
Lowest unoccupied orbital energy ... -4.736 eV
Highest occupied orbital energy ... -12.00 eV

Element x y z (Å)
1 N 0.2525 -1.1083 3.7466
2 C 0.4722 -0.8696 2.6450
3 O 0.8409 -0.5505 1.4370
4 C 1.1520 -1.7202 0.6150
5 C 1.3245 -1.2365 -0.8330
6 N 2.7626 -1.0331 -1.2444
7 C 3.4745 -0.9178 -0.0643
8 N 3.8197 0.2496 0.3582
9 N 3.6983 -2.0380 0.7390
10 C 2.3274 -2.5016 1.2171
11 H 0.2841 -2.3824 0.6469
12 H 0.8512 -1.9418 -1.5124
13 H 0.8199 -0.2763 -0.9502
14 H 3.0903 -1.8232 -1.7910
15 H 3.8508 1.0474 -0.2657
16 H 4.0467 0.3803 1.3380
17 H 4.0194 -2.7551 0.0905
18 H 2.2200 -3.5520 0.9470
19 H 2.3073 -2.4517 2.3054
20 C -3.6873 1.7953 0.6088
21 C -2.3625 1.6095 0.5810
22 C -1.5715 1.6257 -0.7044
23 O -0.3618 1.4414 -0.5980
24 C -2.2560 1.8350 -1.9498
25 C -3.5882 2.0258 -1.9319
26 C -4.3869 2.0260 -0.6417
27 O -5.5801 2.2200 -0.7424
28 O -4.3100 2.2259 -3.0121
29 O -1.6266 1.3913 1.6666
30 H -4.2618 1.7849 1.5241
31 H -1.6807 1.8358 -2.8648
32 H -5.2361 2.3394 -2.7149
33 H -0.7047 1.3251 1.3548

***

(6)
A molecular structure, C11H13N4O6PtS. Source: the OMol25 dataset; level of theory: ωB97M-V/def2-TZVPD.

Multiplicity ... 1
Total charge ... -1
Kohn-Sham gap ... 6.1 eV
Lowest unoccupied orbital energy ... 1.938 eV
Highest occupied orbital energy ... -4.12 eV

Element x y z (Å)
1 Pt -0.4516 0.6578 0.3347
2 O 0.8677 -3.8484 4.7921
3 C 0.5960 -3.1819 3.8126
4 C 0.3302 -3.7073 2.4164
5 O 0.3751 -4.8687 2.0614
6 C 0.0216 -2.5126 1.5538
7 C -0.0309 -1.3778 2.4388
8 O -0.3779 -0.1629 2.1607
9 C 0.4928 -1.6983 3.7224
10 O 0.8786 -0.8798 4.5894
11 O -0.1054 -2.5209 0.3276
12 C -2.5210 -0.7292 -1.3473
13 C -2.2629 -0.0683 -0.0046
14 O -3.1376 0.0304 0.8179
15 H -3.4434 -1.3065 -1.2999
16 H -1.6808 -1.3669 -1.6014
17 H -2.6232 0.0536 -2.1047
18 C 0.7909 1.0742 -4.6346
19 N 0.1712 2.0874 -3.7903
20 C -0.6048 3.1308 -4.4400
21 C -0.1009 1.7731 -2.5371
22 N -0.3374 1.5100 -1.4417
23 H 1.5028 1.5562 -5.3056
24 H 0.0413 0.5429 -5.2283
25 H 1.3189 0.3592 -4.0092
26 H 0.0318 3.6510 -5.1561
27 H -0.9509 3.8418 -3.6940
28 H -1.4688 2.7151 -4.9680
29 N 0.9879 1.3506 3.5851
30 C 1.6860 0.9560 2.5141
31 N 2.4059 -0.1635 2.6508
32 S 1.7372 1.8824 1.0671
33 H 0.7092 0.5786 4.1971
34 H 0.2455 1.9955 3.3637
35 H 2.0835 -0.8352 3.3492
36 H 2.8234 -0.5186 1.8081

***

(7)
C11H13NO in the gas phase. Source: the OMol25 dataset; level of theory: ωB97M-V/def2-TZVPD.

SMILES ... C#CC[N@@+](C)([O-])Cc1ccccc1
Multiplicity ... 1
Kohn-Sham gap ... 9.2 eV
Lowest unoccupied orbital energy ... 0.789 eV
Highest occupied orbital energy ... -8.43 eV

Element x y z (Å)
1 O 0.8183 0.6856 1.8949
2 C -1.5500 2.8634 -1.4239
3 C -1.1505 2.3825 -0.3431
4 C -0.9487 -3.4789 -0.2625
5 C -0.0543 -3.2281 0.7306
6 C -1.3268 -2.5286 -1.1767
7 C 0.6665 -2.0564 0.6718
8 C -0.7737 -1.3068 -1.1632
9 C 0.2747 -1.0155 -0.0983
10 C 1.5265 2.4105 0.6630
11 C -0.7081 1.7200 0.8483
12 C 1.0694 0.3207 -0.2175
13 N 0.6769 1.2420 0.8175
14 H -1.9398 3.1343 -2.4016
15 H -1.3847 -4.4752 -0.2200
16 H 0.2728 -4.1545 1.3117
17 H -2.1080 -2.7406 -1.8701
18 H 1.5394 -1.9603 1.2753
19 H -1.0770 -0.4275 -1.8809
20 H 2.5911 2.1917 0.6219
21 H 1.1695 2.7677 -0.3430
22 H 1.2837 3.1673 1.4241
23 H -0.5870 2.4904 1.5723
24 H -1.4262 0.9621 1.0822
25 H 0.9521 0.7583 -1.2719
26 H 2.1936 0.2760 -0.2409

***

(8)
C11H13NO2 in the gas phase. Source: the OMol25 dataset; level of theory: ωB97M-V/def2-TZVPD.

SMILES ... COC(=O)c1ccc2c(c1)CNCC2
Multiplicity ... 1
Kohn-Sham gap ... 9.1 eV
Lowest unoccupied orbital energy ... 0.056 eV
Highest occupied orbital energy ... -9.02 eV

Element x y z (Å)
1 C -4.6240 -1.4123 -0.2332
2 C -2.9994 0.5476 0.1017
3 C -1.5298 0.6940 -0.3127
4 C -1.0512 1.9868 -0.2494
5 C 0.4290 2.1054 -0.1188
6 C 1.3390 1.0286 -0.1775
7 C 2.9283 1.1557 -0.0848
8 C 3.7107 -0.2858 0.2622
9 C 1.5449 -1.5161 0.3629
10 C 0.7354 -0.2972 -0.2743
11 C -0.7043 -0.5081 0.0987
12 H -4.7512 -0.8135 -1.0821
13 H -5.2042 -0.7524 0.4606
14 H -4.7231 -2.5297 -0.4650
15 H -1.4469 2.9318 -0.4599
16 H 0.7832 3.1954 -0.2755
17 H 3.1953 1.9646 0.6974
18 H 3.3374 1.6295 -1.0195
19 H 4.7311 -0.2922 -0.2717
20 H 3.7632 -0.3154 1.4691
21 H 3.4861 -2.0474 -0.4261
22 H 1.6717 -1.3674 1.5679
23 H 1.0961 -2.7399 0.1876
24 H -1.3505 -1.4751 0.1977
25 N 2.9345 -1.3153 -0.3612
26 O -3.2674 -0.8108 -0.2641
27 O -4.0339 1.2391 0.6699